{"formula": "C20H17CaN3O4PS2Se2", "method": "ωB97M-V with the def2-TZVPD basis set", "e_homo_ev": -5.247, "total_charge": -1, "lumo_energy_ev": 2.0, "orbital_gap_ev": 7.3, "symbols": ["Ca", "N", "N", "C", "O", "O", "H", "H", "H", "Se", "P", "Se", "C", "C", "C", "C", "C", "C", "C", "C", "C", "C", "C", "C", "H", "H", "H", "H", "H", "H", "H", "H", "H", "H", "O", "S", "O", "N", "C", "S", "C", "C", "C", "C", "C", "C", "H", "H", "H", "H"], "positions_angstrom": [[-1.94708, -0.87657, -0.08286], [-3.65486, -0.26918, 1.67922], [-4.80451, -1.03601, 1.36197], [-4.98527, -1.44825, 0.00229], [-6.13096, -1.70308, -0.34120], [-3.90207, -1.52850, -0.67017], [-3.34102, -0.52191, 2.61068], [-3.84726, 0.72725, 1.64711], [-5.67244, -0.69532, 1.75010], [-0.80250, -0.40341, -2.83985], [-0.38656, 1.52793, -1.98978], [-1.84149, 2.17170, -0.51733], [1.27096, 1.45572, -1.22756], [2.39448, 1.35702, -2.05078], [3.65256, 1.20307, -1.50006], [3.80330, 1.12370, -0.11713], [2.69258, 1.21034, 0.70441], [1.42981, 1.38810, 0.14935], [-0.18461, 2.79372, -3.28086], [0.33298, 4.04363, -2.94392], [0.46980, 5.02638, -3.90778], [0.08373, 4.77022, -5.22046], [-0.43391, 3.53094, -5.55827], [-0.56758, 2.54128, -4.58986], [2.28023, 1.38738, -3.12845], [4.52135, 1.13055, -2.14272], [4.78739, 0.98670, 0.31446], [2.79377, 1.12988, 1.77901], [0.56022, 1.46734, 0.78966], [0.62417, 4.24794, -1.91975], [0.87402, 5.99409, -3.63828], [0.18499, 5.53903, -5.97682], [-0.73761, 3.32776, -6.57766], [-0.96811, 1.56790, -4.84516], [-1.39053, -1.10708, 3.96105], [-0.16153, -1.20718, 3.21068], [0.75547, -0.10364, 3.29318], [-0.47601, -1.59337, 1.65484], [-0.18837, -2.87848, 1.36091], [-0.56020, -3.61389, -0.07718], [0.52069, -3.55752, 2.50529], [1.04375, -4.83792, 2.56437], [1.66746, -5.23486, 3.73944], [1.76478, -4.37213, 4.83213], [1.23755, -3.08901, 4.77417], [0.62401, -2.72316, 3.59026], [0.96503, -5.49987, 1.71199], [2.08704, -6.23015, 3.81132], [2.25780, -4.71129, 5.73455], [1.30455, -2.40781, 5.61147]], "forces_ev_per_angstrom": [[0.081, 0.201, -0.621], [-0.076, -0.246, 0.033], [-0.201, 0.042, 0.069], [0.305, 0.054, -0.064], [-0.016, -0.038, 0.045], [-0.593, -0.170, -0.023], [0.079, 0.078, 0.013], [0.013, 0.028, 0.011], [0.028, 0.036, 0.039], [0.117, 0.050, -0.032], [-0.089, -0.127, 0.261], [0.194, -0.036, -0.081], [0.137, 0.017, -0.001], [-0.064, 0.018, -0.083], [0.070, -0.015, 0.137], [-0.011, 0.002, -0.073], [-0.011, 0.002, 0.007], [-0.045, -0.021, 0.013], [-0.055, 0.076, -0.077], [0.009, 0.003, 0.103], [-0.020, -0.004, -0.092], [0.017, 0.021, 0.043], [-0.014, -0.046, 0.024], [0.003, 0.030, -0.061], [-0.028, 0.007, 0.006], [-0.019, -0.001, -0.021], [0.001, 0.003, -0.013], [-0.036, 0.003, -0.002], [0.024, 0.001, 0.037], [-0.011, -0.031, 0.003], [-0.002, -0.003, 0.001], [0.010, 0.003, 0.014], [0.001, 0.000, 0.005], [-0.001, -0.003, 0.013], [0.026, 0.112, -0.033], [-0.160, 0.166, -0.273], [0.009, 0.004, 0.036], [0.034, -0.541, 0.046], [0.247, 0.510, 0.577], [-0.031, 0.099, 0.035], [-0.149, -0.111, -0.450], [0.038, -0.061, 0.040], [-0.013, 0.045, 0.009], [0.019, -0.033, 0.005], [0.006, -0.182, -0.148], [0.221, 0.002, 0.555], [-0.028, 0.034, -0.019], [0.001, 0.002, 0.003], [-0.003, 0.010, -0.004], [-0.017, 0.012, -0.010]], "lowdin_charge": [0.937, -0.062, -0.037, -0.753, 0.003, -0.257, 0.065, 0.075, 0.115, 0.225, 0.060, 0.196, -0.412, -0.102, -0.091, -0.093, -0.077, -0.115, -0.414, -0.097, -0.089, -0.098, -0.087, -0.108, 0.108, 0.097, 0.096, 0.097, 0.048, 0.110, 0.098, 0.096, 0.099, 0.053, -0.305, 0.619, -0.296, -0.270, -0.853, 0.657, -0.222, -0.025, -0.071, -0.076, -0.033, -0.235, 0.102, 0.101, 0.101, 0.120]}

---

{"formula": "C4H5NO", "method": "ωB97M-V with the def2-TZVPD basis set", "e_homo_ev": [-9.058, -8.639], "lumo_energy_ev": [-0.7, -0.5], "orbital_gap_ev": [8.4, 8.1], "symbols": ["C", "C", "C", "C", "N", "O", "H", "H", "H", "H", "H"], "positions_angstrom": [[-0.55062, -0.93444, 0.10835], [0.20453, -1.85856, 0.70879], [-0.62292, 0.51840, 0.21416], [0.62612, 1.18338, -0.51953], [1.53078, 1.21312, 0.46585], [0.81060, -2.80083, 1.04694], [-1.15940, -1.38669, -0.55759], [-1.35526, 0.82082, -0.42254], [-0.51955, 0.80805, 1.22650], [0.81162, 0.35882, -1.25792], [0.22412, 2.07792, -1.01300]], "forces_ev_per_angstrom": [[2.172, -0.934, 2.565], [0.040, -0.338, -0.682], [2.987, -0.988, 0.554], [-0.999, -1.457, -0.966], [1.258, 0.572, 0.438], [-0.618, 1.289, 0.052], [-1.975, -1.564, -2.174], [-2.875, 1.247, -0.689], [-1.074, 0.899, 0.885], [0.434, 0.891, -0.092], [0.648, 0.381, 0.110]], "lowdin_charge": [-0.124, -0.139, -0.183, -0.387, 0.168, 0.172, 0.079, 0.079, 0.097, 0.128, 0.110]}